No. 1
Molecular formula: C3H8Se
Method: DFT, ωB97M-V/def2-TZVPD

The geometry in XYZ format:
```
12
C3H8Se ωB97M-V/def2-TZVPD
C -1.43126 1.46088 -0.38116
C -0.58391 0.28420 -0.32914
Se 1.33352 0.63083 0.19958
C 2.08063 -1.10663 -0.32196
H -1.37301 1.97918 0.51347
H -1.10478 2.31151 -1.16326
H -2.50779 1.26393 -0.50682
H -0.25633 0.11589 -1.33966
H -1.01328 -0.60549 0.10328
H 1.95300 -1.34078 -1.43035
H 3.08158 -0.86716 -0.12577
H 1.79405 -1.98993 0.37101
```

As for the SMILES: CC[Se]C. As for the HOMO energy: -8.214 eV. The calculation puts the LUMO energy at 0.89 eV. Its HOMO-LUMO gap is 9.1 eV. The calculation puts the energy relative to the best compared isomer or geometry (same formula, charge and spin) at 0.170 eV. The calculated total energy is -2520.47950 hartree. The spin multiplicity is 1.

---

No. 2
Molecular formula: C3H6OS2
Method: DFT, ωB97M-V/def2-TZVPD

The geometry in XYZ format:
```
12
C3H6OS2 ωB97M-V/def2-TZVPD
O 0.92399 1.52765 0.13286
C 0.00114 0.67355 -0.35040
C 0.44141 -0.72280 -0.45917
S 2.05296 -1.21728 0.15973
C -0.63678 -0.38141 0.49705
S -2.26908 -0.81488 -0.03007
H 0.42197 2.27988 0.44638
H -0.68057 1.12448 -1.14518
H 0.07104 -1.41134 -1.27587
H 3.07441 -0.60312 -0.49277
H -0.35317 -0.31207 1.54144
H -3.04733 -0.14267 0.97601
```

As for the SMILES: OC1[C@@H](S)[C@@H]1S. As for the HOMO energy: -8.701 eV. The calculation puts the LUMO energy at 0.62 eV. Its HOMO-LUMO gap is 9.3 eV. The calculation puts the energy relative to the best compared isomer or geometry (same formula, charge and spin) at 2.182 eV. The calculated total energy is -989.44833 hartree. The spin multiplicity is 1.

---

No. 3
Molecular formula: C9H16N2
Method: DFT, ωB97M-V/def2-TZVPD

The geometry in XYZ format:
```
27
C9H16N2 ωB97M-V/def2-TZVPD
C 3.02481 2.39226 -2.13188
C 0.30796 0.57136 -1.55311
C 1.83585 0.38004 0.58140
C 2.13430 -0.64419 -0.41753
C 0.67546 0.02148 -0.44018
C -2.33817 0.56453 0.94709
C -1.86050 -1.54461 2.11313
C -0.35731 -0.89457 0.23865
C -1.23376 -0.42466 1.38085
N 2.14814 1.69502 -2.02160
N -0.48825 0.62128 -2.51867
H 3.92440 2.95182 -2.38243
H 1.47846 0.16227 1.60441
H 2.25634 1.37444 0.39418
H 2.75785 -0.36019 -1.26510
H 2.11067 -1.62355 -0.14490
H -2.60479 0.39828 -0.08467
H -1.85629 1.57013 0.90920
H -3.20117 0.35243 1.56531
H -2.69281 -2.16977 1.66198
H -2.45609 -1.10553 2.87331
H -1.12202 -2.22591 2.47957
H -0.89967 -1.47548 -0.55360
H 0.33644 -1.61096 0.69328
H -0.50171 0.05356 2.06151
H -0.41386 1.26898 -3.28142
H -0.96429 -0.29843 -2.70877
```

As for the HOMO energy: -17.822 eV. Its total charge is +2. The calculation puts the LUMO energy at -10.72 eV. Its HOMO-LUMO gap is 7.1 eV. The calculation puts the energy relative to the best compared isomer or geometry (same formula, charge and spin) at 5.326 eV. The calculated total energy is -461.18880 hartree. The spin multiplicity is 1.

---

No. 4
Molecular formula: C56H53EuN3O2P3S
Method: DFT, ωB97M-V/def2-TZVPD

The geometry in XYZ format:
```
119
C56H53EuN3O2P3S ωB97M-V/def2-TZVPD
Eu -0.69744 0.38717 1.15467
O -1.00886 2.33052 2.92549
C -2.17630 2.12323 2.36807
C -3.30776 3.13168 2.50464
C -3.61231 3.86912 3.66486
C -4.70372 4.73182 3.68362
C -5.54122 4.78552 2.57840
C -5.19875 4.12102 1.39833
C -4.05447 3.25555 1.38247
P -3.42846 2.38866 -0.12110
C -4.99505 1.63143 -0.62773
C -5.89531 1.25938 0.28212
C -7.10779 0.68489 -0.16547
C -7.30148 0.29586 -1.50131
C -6.26532 0.64874 -2.36942
C -5.12411 1.19143 -1.94252
C -3.30291 3.87071 -1.29242
C -2.12396 4.61846 -1.07127
C -1.83393 5.70650 -1.90637
C -2.76975 6.06342 -2.91066
C -3.87550 5.26792 -3.14734
C -4.11869 4.16645 -2.32148
H -3.02162 3.60829 4.57745
H -4.90225 5.21487 4.60652
H -6.44367 5.42130 2.59553
H -5.71375 4.19600 0.44529
H -5.74570 1.45291 1.38393
H -7.84707 0.28387 0.59818
H -8.18659 -0.21542 -1.91334
H -6.27954 0.26769 -3.40222
H -4.28912 1.39633 -2.73528
H -1.44328 4.39588 -0.28570
H -0.99577 6.31337 -1.66283
H -2.73875 7.00394 -3.42115
H -4.60398 5.51489 -3.91148
H -4.98386 3.54690 -2.70684
C -0.82563 -2.50245 -2.68451
N -0.20056 -1.59811 -1.71696
P 1.02071 -2.23116 -0.59092
C 1.21897 -4.01888 -0.39651
C 0.26193 -4.92111 -0.80469
C 0.53927 -6.29248 -0.61412
C 1.79251 -6.67341 -0.04284
C 2.65242 -5.74916 0.49884
C 2.38631 -4.42882 0.25003
C -0.40454 -2.45297 0.84051
C -1.80514 -2.23509 0.65090
C -2.74109 -2.61254 1.57640
C -2.38356 -3.13322 2.83336
C -1.06917 -3.27481 3.08768
C -0.13052 -2.92559 2.11044
P -0.75842 0.04887 -1.67347
C -0.39882 0.72263 -3.28909
C -0.95167 2.01836 -3.55898
C -0.62378 2.73534 -4.69067
C 0.34567 2.26241 -5.54856
C 0.86723 0.96687 -5.31900
C 0.49621 0.24199 -4.20376
C 2.41047 -2.35964 -2.06247
C 2.70947 -3.49192 -2.77633
C 3.53146 -3.41701 -3.89615
C 4.03346 -2.21359 -4.34061
C 3.76255 -1.09824 -3.54869
C 3.01871 -1.18153 -2.41029
H -1.67149 -3.06235 -2.18227
H -0.02934 -3.16440 -3.05041
H -1.19074 -2.04174 -3.56454
H -0.63642 -4.62521 -1.27181
H -0.22325 -7.04259 -0.88791
H 1.95619 -7.72039 0.09971
H 3.57579 -5.92716 1.08882
H 3.09434 -3.68680 0.50879
H -2.08652 -1.82187 -0.26954
H -3.77775 -2.39308 1.39354
H -3.13637 -3.38206 3.57305
H -0.69533 -3.51896 4.08724
H 0.93841 -3.06875 2.31337
H -1.57134 2.49101 -2.79022
H -1.04504 3.76434 -4.66316
H 0.59486 2.82507 -6.44222
H 1.54039 0.65226 -6.10230
H 1.13887 -0.58501 -3.91198
H 2.49602 -4.47723 -2.42163
H 3.84730 -4.33163 -4.39359
H 4.48820 -2.10818 -5.31504
H 4.18663 -0.15331 -3.83878
H 2.81260 -0.21914 -1.80160
C 1.81812 -1.14249 0.47072
H 2.70633 -0.65131 0.08554
H 1.84113 -1.32888 1.56127
C 3.54036 2.69172 0.88553
C 2.24030 2.28758 1.61293
C 2.43953 2.00393 3.10756
N 2.75503 0.59677 3.36437
C 2.09511 -0.18305 4.15273
S 0.72809 0.33391 4.97377
N 2.34556 -1.54193 4.28628
C 3.40312 -2.27614 3.88421
O 3.28242 -3.52744 3.97031
C 4.73600 -1.74068 3.43789
C 5.39581 -0.88154 4.31302
C 6.67744 -0.59157 4.01896
C 7.33981 -1.07941 2.85615
C 6.63272 -1.93960 1.98627
C 5.32809 -2.28444 2.27317
H 3.34632 2.77348 -0.19416
H 4.37086 2.03471 1.11816
H 3.88172 3.63783 1.26352
H 1.87204 1.42477 1.13709
H 1.48945 3.03962 1.46397
H 1.49556 2.20662 3.63013
H 3.33049 2.51457 3.43113
H 3.45169 0.23787 2.73817
H 1.50148 -2.00427 4.64689
H 4.86720 -0.47508 5.19462
H 7.20659 0.21947 4.47017
H 8.32984 -0.74119 2.57552
H 7.10890 -2.24204 1.13633
H 4.72049 -2.88961 1.57718
```

As for the HOMO energy (alpha / beta): -3.059 / -3.083 eV. Its total charge is -1. The calculation puts the LUMO energy (alpha / beta) at 2.12 / 2.12 eV. Its HOMO-LUMO gap (alpha / beta) is 5.2 / 5.2 eV. The calculated total energy is -4612.92007 hartree. The spin multiplicity is 8.

---

No. 5
Molecular formula: H14O6S2
Method: DFT, ωB97M-V/def2-TZVPD

The geometry in XYZ format:
```
22
H14O6S2 ωB97M-V/def2-TZVPD
S -0.59657 3.42045 2.11867
S -2.56683 2.86983 1.75954
H 0.05259 2.40304 1.52088
H -2.61077 2.05807 2.82914
O -0.66486 -1.05087 -1.23497
H -1.34710 -0.85545 -0.57144
H -0.80682 -0.31026 -1.84922
O 0.22192 -3.32804 0.35590
H -0.32236 -3.07778 -0.40153
H -0.41752 -3.82160 0.88778
O 2.45306 1.38442 -1.17672
H 3.33570 1.73477 -0.99311
H 2.31836 0.78008 -0.42670
O 1.44333 -0.56042 0.59873
H 1.32967 -1.49868 0.78704
H 0.69285 -0.38174 0.02677
O 0.55959 0.64608 -3.50935
H 1.04936 -0.14125 -3.23716
H 1.17956 1.34298 -3.25202
O -2.01767 -0.80271 2.00760
H -2.21833 0.12114 1.83310
H -1.06718 -0.93207 1.92706
```

As for the SMILES: SS.O.O.O.O.O.O. As for the HOMO energy: -9.925 eV. The calculation puts the LUMO energy at 0.09 eV. Its HOMO-LUMO gap is 10.0 eV. The calculation puts the energy relative to the best compared isomer or geometry (same formula, charge and spin) at 0.464 eV. The calculated total energy is -1256.20792 hartree. The spin multiplicity is 1.

---

No. 6
Molecular formula: C4H14N3
Method: DFT, ωB97M-V/def2-TZVPD

The geometry in XYZ format:
```
21
C4H14N3 ωB97M-V/def2-TZVPD
N -1.71547 -0.34587 -2.88828
C -0.91354 -0.14945 -1.71867
N -1.24194 -0.88994 -0.45783
H -1.79695 -1.32080 -3.14411
H -2.66270 -0.02729 -2.71729
H 0.12107 -0.40046 -1.95544
H -0.90398 0.91152 -1.46712
H -2.24761 -0.85832 -0.30273
H -0.99838 -1.87099 -0.57374
C 2.27774 -0.15077 0.60055
C 1.34954 -0.07270 1.82002
C -0.33182 1.62401 1.61535
N 0.03952 0.43811 1.39987
H 1.91747 -0.86975 -0.13147
H 2.40020 0.82404 0.12683
H 3.27979 -0.43278 0.92297
H 1.15088 -1.06550 2.21896
H 1.77845 0.57520 2.58051
H -1.31386 1.99758 1.35280
H 0.33419 2.32483 2.11442
H -0.52261 -0.24067 0.60444
```

As for the HOMO energy: -13.563 eV. Its total charge is +1. The calculation puts the LUMO energy at -3.84 eV. Its HOMO-LUMO gap is 9.7 eV. The calculation puts the energy relative to the best compared isomer or geometry (same formula, charge and spin) at 1.396 eV. The calculated total energy is -324.81355 hartree. The spin multiplicity is 1.